Arrangement i

C4H14N3 | ωB97M-V/def2-TZVPD

XYZ file:
```
21
Properties=species:S:1:pos:R:3
N -1.46 -1.78 -0.61
C -2.10 -1.00 0.47
C -1.52 0.46 0.40
N -0.21 0.44 -0.18
C 0.91 0.28 0.74
C 2.24 0.52 0.00
N 2.10 1.57 -0.98
H -2.00 -1.83 -1.47
H -0.55 -1.08 -0.78
H -1.19 -2.73 -0.34
H -3.17 -1.04 0.40
H -1.77 -1.42 1.40
H -2.20 1.11 -0.12
H -1.49 0.89 1.41
H -0.05 1.09 -0.94
H 0.87 -0.73 1.19
H 0.83 1.03 1.53
H 3.00 0.74 0.77
H 2.65 -0.38 -0.44
H 2.45 2.46 -0.64
H 2.66 1.37 -1.79
```

Calculated values
**Net charge**: +1
**Gap between HOMO and LUMO**: 10.0 eV

=====

Arrangement ii

C4H14N3 | ωB97M-V/def2-TZVPD

XYZ file:
```
21
Properties=species:S:1:pos:R:3
N 0.96 -0.15 -3.20
C 0.41 0.97 -2.67
N 0.25 1.14 -1.41
H 1.47 -0.76 -2.57
H 1.28 -0.09 -4.15
H 0.09 1.68 -3.43
H -0.16 2.06 -1.28
C 1.09 -1.64 2.00
C 0.40 -0.31 1.78
N -1.09 -0.52 1.76
C -1.90 0.68 1.39
H 0.69 -2.39 1.32
H 2.16 -1.56 1.80
H 0.95 -2.00 3.02
H 0.61 0.40 2.58
H 0.62 0.14 0.82
H -1.42 -0.90 2.65
H -1.27 -1.26 1.07
H -1.58 1.52 2.00
H -2.94 0.47 1.58
H -1.72 0.87 0.34
```

Calculated values
**Net charge**: +1
**Gap between HOMO and LUMO**: 9.6 eV

=====

Most stable structure among those shown: arrangement ii.